1.
A molecular structure, C18H13MnN2O12S. Source: the Open Molecules 2025 dataset; level of theory: wB97M-V/def2-TZVPD.

LUMO level (alpha / beta)   -0.107 / -0.048 Ha
Highest occupied orbital energy (alpha / beta)   -0.365 / -0.369 Ha
Multiplicity   5
Orbital gap (alpha / beta)   7.0383 / 8.7270 eV

Each line ends with the natural charge from an NBO analysis.
Cartesian coordinates (Å):
Mn -0.21180 0.77282 0.90940  1.77
O 3.56652 2.36021 -0.70795  -0.63
C 2.57147 1.89469 0.00300  0.83
O 1.48141 1.62345 -0.47604  -0.66
C 2.90001 1.72015 1.46452  -0.18
O 1.68564 1.59944 2.16760  -0.57
C 1.74965 0.96470 3.42967  -0.19
C 0.43194 0.13766 3.69091  0.79
O 0.29974 -0.39133 4.76385  -0.59
O -0.37054 0.10505 2.70363  -0.73
H 3.36827 2.42075 -1.65903  0.52
H 3.49728 0.79539 1.53112  0.26
H 3.48861 2.57544 1.82130  0.22
H 2.57275 0.24862 3.47590  0.22
H 1.83293 1.71192 4.22649  0.21
O 4.53602 -0.97762 0.04364  -0.95
S 3.66214 -1.96949 0.61705  2.28
O 4.16971 -2.74701 1.70017  -0.90
N 2.26937 -1.16001 1.02926  -0.80
C 1.33096 -1.43806 0.17992  0.62
O 0.21526 -0.82353 0.16740  -0.72
C 1.62450 -2.49015 -0.81524  -0.16
C 0.77297 -2.99057 -1.78712  -0.16
C 1.25491 -3.99394 -2.61403  -0.19
C 2.54578 -4.48030 -2.46255  -0.18
C 3.40355 -3.95978 -1.49757  -0.21
C 2.91952 -2.96312 -0.68626  -0.21
H -0.22502 -2.59166 -1.88637  0.23
H 0.62228 -4.39643 -3.39010  0.23
H 2.89224 -5.27003 -3.10929  0.23
H 4.41223 -4.32100 -1.38556  0.24
O -2.37652 4.10709 1.45695  -0.56
C -2.14057 3.00410 1.01936  0.78
O -1.02874 2.36093 1.17427  -0.77
C -3.17665 2.28483 0.16533  -0.12
C -2.85385 1.14031 -0.56149  -0.18
C -3.77790 0.57278 -1.41578  -0.19
C -5.03194 1.16286 -1.53713  0.09
C -5.38360 2.27700 -0.78491  -0.20
C -4.45149 2.83632 0.06582  -0.16
N -5.96533 0.62591 -2.50408  0.52
O -7.07005 1.11605 -2.54750  -0.36
O -5.56860 -0.26807 -3.21951  -0.37
H -1.84264 0.69464 -0.49635  0.14
H -3.55168 -0.29840 -2.01189  0.25
H -6.37013 2.70055 -0.89925  0.25
H -4.68059 3.71683 0.64845  0.25

Forces on atoms 1 to 2 (eV/Å):
1.4 0.5 2.0
0.5 0.1 -0.1

---

2.
10 unconnected molecules or ions with the total composition C37H66F2O30. Source: the Open Molecules 2025 dataset; level of theory: wB97M-V/def2-TZVPD.

SMILES   O=C1OC[C@@H](F)O1.O=C1OC[C@@H](F)O1.CCOC(=O)OC.CCOC(=O)OC.CCOC(=O)OC.CCOC(=O)OC.CCOC(=O)OC.CCOC(=O)OC.CCOC(=O)OC.O=C1OCCO1
LUMO level   0.007 Ha
Highest occupied orbital energy   -0.383 Ha
Orbital gap   10.5883 eV

Each line ends with the Löwdin charge.
Cartesian coordinates (Å):
O 3.01556 0.53042 -3.58718  0.19
C 3.20487 1.24163 -2.65636  -0.57
O 2.48721 1.29304 -1.52823  0.04
C 3.26599 2.09403 -0.60507  -0.03
C 3.96415 3.04596 -1.57007  -0.29
F 5.13026 3.49695 -1.03389  0.08
O 4.24101 2.11441 -2.59822  0.12
H 2.57195 2.52820 0.11008  0.14
H 4.03078 1.45951 -0.15555  0.14
H 3.38704 3.89977 -1.93305  0.16
O -1.99686 2.08766 5.61343  0.18
C -1.12406 2.77163 5.19344  -0.58
O -1.27183 3.68937 4.23017  0.07
C -0.09783 4.47487 4.08187  -0.05
C 0.91467 3.61234 4.79687  -0.30
F 1.77444 4.38208 5.54296  0.05
O 0.12519 2.85648 5.70709  0.14
H 0.11389 4.60412 3.02448  0.14
H -0.20883 5.41529 4.62403  0.14
H 1.53481 3.02829 4.11748  0.15
C -7.47822 0.78284 -0.67868  -0.05
C -7.54627 2.23715 -0.19280  -0.22
O -6.38573 2.71972 0.44195  0.04
C -5.43529 3.21261 -0.33540  -0.61
O -5.40197 3.19767 -1.53346  0.14
O -4.51008 3.70405 0.48048  0.02
C -3.38710 4.36376 -0.02892  -0.07
H -6.70186 0.64355 -1.42881  0.08
H -8.45260 0.55051 -1.10889  0.08
H -7.31751 0.11832 0.17108  0.06
H -8.39607 2.30731 0.48393  0.12
H -7.85994 2.79928 -1.07590  0.12
H -3.41880 5.43229 0.18941  0.10
H -3.14667 4.21023 -1.08131  0.09
H -2.49240 4.01896 0.49768  0.08
C -1.82457 1.02260 -0.82733  -0.02
C -0.38986 1.07674 -0.35883  -0.19
O -0.35107 1.46414 1.02401  0.06
C 0.53430 0.93696 1.85138  -0.58
O 0.51385 1.14603 3.04199  0.13
O 1.48242 0.24494 1.22299  -0.02
C 2.47393 -0.40605 2.00647  -0.02
H -2.31005 1.97479 -0.62668  0.06
H -2.43100 0.22255 -0.39885  0.07
H -1.78725 0.77817 -1.89162  0.08
H 0.10487 1.84943 -0.95131  0.11
H 0.15885 0.16546 -0.58114  0.11
H 2.12136 -1.27067 2.55902  0.08
H 2.89239 0.29285 2.73658  0.10
H 3.28922 -0.60079 1.31254  0.08
C 5.45754 4.45165 -5.52424  -0.06
C 4.12343 4.22201 -6.20628  -0.21
O 3.07737 4.86631 -5.48093  0.04
C 2.16718 4.10730 -4.87291  -0.59
O 1.95620 2.95141 -5.07479  0.15
O 1.53389 4.91065 -3.99405  0.00
C 0.66352 4.23562 -3.09368  -0.04
H 5.59361 5.52342 -5.36416  0.08
H 6.32672 4.12770 -6.09796  0.08
H 5.54866 3.93940 -4.56548  0.07
H 3.86884 3.16165 -6.25808  0.12
H 4.14350 4.56297 -7.24010  0.12
H 1.18124 3.53053 -2.44938  0.07
H -0.12857 3.77539 -3.69267  0.10
H 0.10044 4.96775 -2.51552  0.10
C 0.47675 -3.15777 -3.35777  -0.03
C 0.61387 -1.65624 -3.22004  -0.20
O -0.64502 -1.06482 -3.56433  0.02
C -0.73243 -0.18330 -4.55060  -0.61
O 0.17297 0.25318 -5.20411  0.15
O -2.02742 0.05359 -4.76491  0.00
C -2.38434 0.99229 -5.74872  -0.06
H -0.00024 -3.40920 -4.30255  0.09
H -0.05329 -3.62360 -2.52702  0.05
H 1.49541 -3.55213 -3.38727  0.09
H 1.39914 -1.33039 -3.90581  0.11
H 1.00248 -1.26431 -2.27883  0.12
H -2.06067 2.00685 -5.51378  0.09
H -3.47213 1.08804 -5.74312  0.09
H -2.13347 0.71249 -6.76997  0.10
C -3.64053 -0.25441 2.87516  -0.04
C -4.76847 0.18154 1.96238  -0.20
O -5.96125 -0.53267 2.32011  0.02
C -6.93126 0.09421 2.97898  -0.62
O -7.03131 1.28787 3.06310  0.13
O -7.74344 -0.82603 3.48157  0.02
C -8.93179 -0.31618 4.06314  -0.05
H -3.58131 -1.33302 3.01509  0.08
H -3.72391 0.27589 3.82494  0.08
H -2.67583 0.08825 2.48684  0.07
H -4.59612 -0.01704 0.90660  0.11
H -4.92275 1.23940 2.17768  0.11
H -9.64211 0.16192 3.38778  0.10
H -8.68935 0.37797 4.86581  0.10
H -9.50683 -1.12934 4.50329  0.09
C 1.07067 -2.82197 5.23644  -0.05
C 1.11655 -4.27099 4.75409  -0.18
O 2.18032 -4.43126 3.81721  0.04
C 3.29490 -5.01272 4.19352  -0.62
O 3.57494 -5.35133 5.31190  0.13
O 4.07235 -5.17060 3.13065  -0.01
C 5.29044 -5.87303 3.29573  -0.03
H 1.16451 -2.05417 4.46959  0.06
H 1.92542 -2.62744 5.89287  0.08
H 0.17212 -2.56415 5.79679  0.08
H 0.16227 -4.38384 4.23847  0.12
H 1.17856 -4.99415 5.56103  0.12
H 6.08042 -5.54099 2.62751  0.08
H 5.17035 -6.94809 3.15926  0.10
H 5.62923 -5.72994 4.32275  0.09
C -2.79109 -3.01101 -0.68387  -0.05
C -1.71795 -4.02403 -0.31244  -0.23
O -0.56117 -3.36188 0.18189  0.03
C 0.58220 -4.06027 0.25517  -0.61
O 0.77033 -5.16469 -0.18731  0.14
O 1.47251 -3.28385 0.84083  0.01
C 2.83768 -3.58753 0.64218  -0.05
H -2.34565 -2.31591 -1.39900  0.07
H -3.23899 -2.50509 0.16993  0.07
H -3.60537 -3.50229 -1.21761  0.08
H -1.49629 -4.63055 -1.19145  0.11
H -2.08139 -4.70684 0.45969  0.13
H 3.45469 -3.05032 1.35680  0.08
H 3.21053 -3.35381 -0.35814  0.10
H 3.00460 -4.64784 0.82863  0.09
O 5.09953 -1.01191 -0.65554  0.16
C 5.67722 -2.04310 -0.80649  -0.59
O 5.81224 -2.67236 -2.00128  0.07
C 6.71287 -3.76179 -1.82893  -0.12
C 6.69023 -4.03068 -0.35496  -0.10
O 6.20665 -2.78159 0.16363  0.06
H 6.44277 -4.60445 -2.46478  0.14
H 7.68739 -3.44923 -2.22194  0.14
H 7.64005 -4.21317 0.13933  0.14
H 5.92523 -4.76926 -0.09945  0.13

Forces on atoms 1 to 2 (eV/Å):
-0.1 0.0 0.5
0.4 -1.0 -1.3

---

3.
4 unconnected molecules or ions with the total composition C19H39N5O7S. Source: the Open Molecules 2025 dataset; level of theory: wB97M-V/def2-TZVPD.

SMILES   C[C@@]1(CON=O)OC(=O)C[C@@]1(S)CCCCN.CNC(C)=O.CNC(C)=O.CNC(C)=O
LUMO level   -0.017 Ha
Highest occupied orbital energy   -0.329 Ha
Orbital gap   8.4964 eV

Each line ends with the Löwdin charge.
Cartesian coordinates (Å):
C 1.06726 0.78003 1.21230  -0.03
C 1.23723 0.95194 -0.41035  -0.35
C 0.77266 2.50779 -0.65856  -0.09
O 1.71941 3.50792 -0.06855  -0.18
N 1.47329 4.73891 -0.61755  -0.02
O 2.28326 4.94520 -1.53929  0.03
O 2.72732 0.93673 -0.57168  -0.06
C 3.16832 -0.49412 -0.65309  -0.21
O 4.26260 -1.08477 -0.16528  0.00
C 1.96339 -1.20552 -1.50872  -0.09
C 0.61945 -0.23316 -1.40847  -0.54
S 0.42393 0.28020 -3.23851  0.74
C -0.75835 -1.01765 -0.88034  -0.16
C -2.13336 -0.41349 -1.54846  -0.24
C -3.52043 -0.86622 -0.80647  -0.19
C -4.33724 0.33187 -0.04560  -0.30
N -4.23120 1.69722 -0.68662  -0.07
H -0.07130 0.71069 1.55015  0.10
H 1.54888 1.68828 1.80900  0.09
H 1.59808 -0.19852 1.64250  0.11
H -0.27010 2.71698 -0.16738  0.15
H 0.73398 2.77930 -1.81785  0.12
H 1.81788 -2.37024 -1.46029  0.14
H 2.32954 -1.04687 -2.63314  0.09
H -0.55332 1.31067 -3.23700  -0.09
H -0.88243 -0.99457 0.28305  0.11
H -0.69959 -2.16842 -1.18237  0.13
H -1.97846 0.73933 -1.66909  0.08
H -2.18389 -0.86438 -2.65299  0.08
H -3.31772 -1.73170 -0.01053  0.12
H -4.23797 -1.33722 -1.63127  0.10
H -4.10043 0.38374 1.12239  0.12
H -5.49163 0.03187 -0.09991  0.11
H -4.31449 1.53475 -1.71494  0.07
H -4.96604 2.35558 -0.32616  0.07
C 3.36349 6.32185 4.12313  -0.08
N 3.00140 4.92782 4.20721  0.00
C 3.38203 3.90372 3.38946  -0.54
C 4.29604 4.21736 2.23819  -0.01
O 2.97558 2.76404 3.60836  0.01
H 3.85860 6.59978 5.05683  0.08
H 2.44486 6.90432 4.01748  0.08
H 4.02652 6.53066 3.28248  0.08
H 2.38649 4.63406 4.95742  0.14
H 4.50828 3.30062 1.68096  0.09
H 3.81588 4.92940 1.56150  0.08
H 5.24131 4.62239 2.60961  0.09
C 2.51323 -1.82565 4.94299  -0.08
N 1.54492 -2.54009 4.14708  0.00
C 1.73808 -3.64493 3.36965  -0.55
C 3.12049 -4.23093 3.30060  -0.01
O 0.79201 -4.12996 2.75186  0.01
H 2.17283 -1.83767 5.98132  0.08
H 2.54630 -0.79237 4.58867  0.08
H 3.50986 -2.26470 4.88075  0.08
H 0.58753 -2.20754 4.13984  0.14
H 3.11364 -5.10469 2.64299  0.09
H 3.81912 -3.49620 2.89129  0.09
H 3.44246 -4.55009 4.29559  0.08
C -5.13522 -4.90599 -5.14858  -0.08
N -4.48686 -3.92055 -4.31789  0.00
C -3.99375 -2.70066 -4.67996  -0.52
C -4.11802 -2.28383 -6.11872  -0.01
O -3.46654 -1.97972 -3.83482  0.00
H -6.13360 -5.08669 -4.74269  0.08
H -4.55377 -5.82972 -5.09434  0.09
H -5.21652 -4.58665 -6.18844  0.08
H -4.36417 -4.12598 -3.33301  0.15
H -3.67996 -1.29038 -6.24960  0.09
H -3.57904 -2.98612 -6.76040  0.09
H -5.17204 -2.23702 -6.40572  0.09

Forces on atoms 1 to 2 (eV/Å):
-0.6 -0.7 1.1
0.5 1.3 1.8